Computed, not measured: a cluster of 2 separate species, C3H6N2O3 in total at a distorted geometry, with ωB97M-V with the def2-TZVPD basis set.

Geometry as XYZ:
```
14
Properties=species:S:1:pos:R:3:nbo_charge:R:1
C -1.086 0.669 -0.138 -0.66
C 1.166 -0.465 -0.104 -0.63
C -0.228 -0.416 -0.591 0.16
N -0.690 -1.284 -1.448 0.09
N 0.223 -2.856 -2.313 0.60
O 1.311 -3.080 -2.019 -0.30
O -1.790 -1.377 -1.990 -0.41
O -0.636 -3.279 -2.967 -0.24
H -1.900 0.350 0.408 0.24
H -0.450 1.346 0.384 0.22
H -1.563 1.251 -0.878 0.24
H 1.791 -1.084 -0.661 0.24
H 1.511 0.605 -0.335 0.22
H 1.098 -0.649 0.961 0.23
```

Computed properties:
Frontier orbital gap (spin up / spin down)   8.604 / 8.595 eV
HOMO (spin up / spin down)   -0.3250 / -0.3247 Eh
Lowest unoccupied orbital energy (spin up / spin down)   -0.00877 / -0.00884 hartree
DFT total energy   -12324.3052 eV